Here is C4H6FO4P in the gas phase in a non-equilibrium geometry from the OMol25 dataset. Energies are from the ωB97M-V functional and the def2-TZVPD basis.

The spin multiplicity is 1. Its total charge is 0. The value obtained for the relative energy (zero: lowest compared OMol25 entry of this formula, charge and spin) is 1.1 kcal per mole. The maximum force comes out at 2.74 eV Å⁻¹.

Last column: Mulliken charge in e.
Positions of all 16 atoms, in Å:
C (-1.48915, 1.16887, 0.35573)  0.39
C (-2.34185, 0.04808, 0.12597)  1.01
C (-2.28943, -1.29423, 0.75234)  -0.90
C (2.04702, 1.31450, -0.76009)  -0.99
O (-2.66358, 1.32025, 0.83598)  -0.38
O (-0.00186, -0.44797, -1.25543)  -0.65
O (-0.41800, 1.76526, 0.29350)  -0.46
O (1.09479, -0.43993, 1.07720)  -0.65
F (-2.96962, 0.07782, -1.11389)  -0.28
P (0.81832, 0.14473, -0.22882)  1.01
H (-1.40026, -1.89461, 0.33630)  0.27
H (-3.21918, -1.89264, 0.57537)  0.35
H (-2.03950, -1.11436, 1.90023)  0.28
H (2.77114, 1.18194, 0.03541)  0.35
H (2.26809, 1.22386, -1.81356)  0.31
H (1.97425, 2.41755, -0.49425)  0.34

Cartesian forces, eV/Å:
C 1.66 0.42 -0.23
C -0.26 -0.62 -2.66
C 1.01 -0.81 2.06
C 0.20 1.86 1.26
O -1.17 0.56 1.00
O -0.87 -0.62 -1.41
O -1.63 -0.86 0.32
O -0.08 0.01 0.58
F 0.64 -0.16 1.55
P 1.16 1.25 0.43
H -1.33 1.22 0.43
H 0.71 0.78 0.38
H -0.75 -0.64 -2.35
H 1.31 -0.94 -0.72
H 0.66 -0.26 0.07
H -1.27 -1.19 -0.71

Here is a molecular structure, C4H6FeLiO2 in a non-equilibrium geometry from the OMol25 dataset. Energies are from the ωB97M-V functional and the def2-TZVPD basis.

Its expectation value of S² is 8.762. The spin multiplicity is 6. Its total charge is +2. The value obtained for the relative energy (zero: lowest compared OMol25 entry of this formula, charge and spin) is 0.0 kcal per mole. The maximum force comes out at 3.24 eV Å⁻¹.

Last column: Mulliken charge in e.
Positions of all 14 atoms, in Å:
O (2.07059, 0.91009, -0.48240)  -0.76
C (1.54604, 1.15847, 0.68690)  0.41
C (0.21000, 1.24725, 0.98657)  -0.81
Li (3.82924, 1.15142, 0.16408)  0.93
Fe (1.30636, -0.22323, -1.74747)  1.08
H (-0.08664, 1.13498, 2.03109)  0.35
H (-0.38145, 1.78387, 0.22807)  0.32
C (-1.47858, -0.83965, -0.17331)  0.46
C (-0.21188, -1.40493, -0.22439)  -1.41
O (-2.23604, -0.47357, -1.18703)  -0.40
H (-1.88084, -0.63107, 0.82342)  0.41
H (0.38922, -1.67009, 0.64912)  0.45
H (-0.17884, -2.32410, -0.82576)  0.54
H (-2.89718, 0.18055, -0.92890)  0.43

Cartesian forces, eV/Å:
O 1.54 0.33 -1.32
C -2.93 -0.51 1.29
C 2.51 0.98 0.08
Li 0.19 0.30 0.32
Fe -1.60 -0.92 0.96
H -0.20 0.29 -0.39
H -0.16 -0.36 0.44
C -0.45 0.95 0.80
C 0.97 -1.31 -2.13
O 1.67 -0.74 0.38
H -0.03 0.34 -0.20
H -0.81 0.67 0.31
H -0.12 0.20 -0.74
H -0.61 -0.23 0.19

Here is a molecular structure, C4H6GaMgO5 in a non-equilibrium geometry from the OMol25 dataset. Energies are from the ωB97M-V functional and the def2-TZVPD basis.

Its expectation value of S² is 1.507. The spin multiplicity is 2. Its total charge is 0. The value obtained for the relative energy (zero: lowest compared OMol25 entry of this formula, charge and spin) is 7.7 kcal per mole. The maximum force comes out at 3.37 eV Å⁻¹.

Last column: Mulliken charge in e.
Positions of all 17 atoms, in Å:
O (2.57253, 0.68396, -0.75180)  -0.43
C (2.68963, 1.60455, 0.28116)  -0.40
C (1.34749, 1.89152, 0.95335)  -0.42
O (0.76513, 0.60808, 1.18168)  0.03
C (-0.53116, 0.45857, 1.69278)  -0.31
Ga (1.15771, -0.47980, -0.36575)  0.05
H (3.09189, 2.57609, -0.06448)  0.33
H (3.38284, 1.23038, 1.06303)  0.24
H (0.68108, 2.46318, 0.28702)  0.32
H (1.45289, 2.41165, 1.91698)  0.33
H (-1.31455, 0.90914, 1.07038)  0.25
H (-0.54317, 0.67540, 2.76660)  0.32
O (-0.63539, -1.24118, 1.17891)  -0.45
C (-1.20844, -1.50128, -0.04164)  0.80
O (-0.41296, -1.19799, -1.08947)  -0.23
O (-2.45603, -1.24471, -0.23971)  -0.75
Mg (-2.12366, -0.27160, -2.10151)  0.32

Cartesian forces, eV/Å:
O -0.78 0.44 -0.33
C 0.52 0.56 0.70
C 0.03 1.07 0.11
O -0.16 0.35 0.51
C -0.28 -0.59 -0.88
Ga 2.54 -2.08 -0.34
H -0.11 -0.33 0.00
H -0.18 0.13 -0.23
H 0.14 -0.07 0.16
H 0.03 -0.11 -0.31
H 0.27 0.08 0.36
H -0.30 -0.62 -0.35
O -0.68 -0.21 -0.44
C -1.17 2.37 2.10
O -0.62 0.07 -1.37
O 0.63 -0.55 -0.51
Mg 0.12 -0.51 0.82

Q: Among the records above, which one has the highest total charge?
A: C4H6FeLiO2